1.
Here is a structure of composition C55H44FeN7OSe from OMol25. Energies are from wB97M-V/def2-TZVPD.

Each line ends with the Mulliken charge.
Cartesian coordinates (Å):
Fe  -0.24  0.86  -0.92  -0.53
C  -6.42  4.68  1.65  -0.38
C  -6.29  3.33  1.90  -0.90
C  -5.19  2.63  1.44  0.23
C  -4.19  3.27  0.71  -0.66
C  -4.32  4.64  0.46  0.08
C  -5.43  5.34  0.92  -0.83
C  -3.00  2.53  0.22  0.77
C  -1.80  2.69  0.91  0.67
C  -1.66  3.49  2.10  -1.73
C  -0.41  3.30  2.55  -1.75
C  0.23  2.38  1.64  0.42
N  -0.63  2.03  0.65  0.23
C  1.57  2.01  1.73  1.35
C  2.25  1.33  0.71  0.82
C  3.68  1.09  0.72  -1.59
C  3.98  0.56  -0.49  -1.91
C  2.74  0.43  -1.22  0.54
C  2.64  -0.12  -2.48  1.12
C  3.89  -0.53  -3.19  -0.83
C  4.67  -1.58  -2.72  -0.17
C  5.83  -1.96  -3.39  -0.85
C  6.21  -1.29  -4.55  -0.40
C  5.43  -0.25  -5.03  -0.89
C  4.28  0.13  -4.36  0.15
C  1.42  -0.39  -3.12  0.40
N  0.20  -0.10  -2.61  0.18
C  -0.71  -0.72  -3.43  0.69
C  -2.09  -0.64  -3.31  1.56
C  -2.91  -1.47  -4.25  -0.89
C  -3.67  -0.88  -5.25  -0.02
C  -4.42  -1.66  -6.12  -0.81
C  -4.41  -3.05  -6.00  -0.41
C  -3.65  -3.64  -5.00  -0.89
C  -2.90  -2.86  -4.13  0.07
C  -2.76  0.18  -2.41  0.68
C  -4.18  0.37  -2.37  -1.48
C  -4.43  1.31  -1.43  -1.53
C  -3.16  1.66  -0.86  0.57
N  -2.16  0.97  -1.47  0.08
C  -0.02  -1.40  -4.50  -1.61
C  1.30  -1.18  -4.32  -1.39
N  1.70  0.92  -0.47  -0.14
C  2.34  2.48  2.92  0.21
C  1.97  2.08  4.20  -0.23
C  2.67  2.53  5.31  -1.04
C  3.76  3.38  5.16  -0.56
C  4.12  3.80  3.89  -0.95
C  3.42  3.35  2.78  -0.22
H  -7.28  5.23  2.01  0.38
H  -7.06  2.81  2.47  0.40
H  -5.09  1.57  1.65  0.46
H  -3.55  5.15  -0.10  0.47
H  -5.52  6.40  0.72  0.39
H  -2.43  4.12  2.52  0.50
H  0.05  3.74  3.42  0.52
H  4.34  1.30  1.53  0.86
H  4.96  0.29  -0.86  0.55
H  4.36  -2.11  -1.83  0.53
H  6.42  -2.78  -3.02  0.39
H  7.11  -1.59  -5.07  0.38
H  5.73  0.27  -5.93  0.40
H  3.67  0.94  -4.73  0.47
H  -3.67  0.20  -5.36  0.50
H  -5.00  -1.19  -6.90  0.38
H  -4.99  -3.66  -6.68  0.39
H  -3.64  -4.72  -4.90  0.41
H  -2.31  -3.31  -3.35  0.48
H  -4.90  -0.15  -2.99  0.56
H  -5.38  1.72  -1.14  0.55
H  -0.50  -1.96  -5.29  0.48
H  2.12  -1.54  -4.92  0.52
H  1.13  1.41  4.32  0.67
H  2.38  2.20  6.30  0.43
H  4.31  3.72  6.02  0.42
H  4.95  4.48  3.76  0.43
H  3.69  3.69  1.79  0.57
C  -2.69  -0.81  1.75  -1.16
N  -1.95  -2.02  1.45  0.51
C  -2.33  -3.23  2.15  -0.69
C  -1.13  -4.15  2.29  -0.48
C  -0.52  -4.39  0.93  -0.77
N  -0.28  -3.13  0.25  0.69
C  0.81  -3.11  -0.71  -0.75
C  -0.94  -1.98  0.53  -1.00
O  -0.65  -0.92  -0.03  1.91
H  -2.59  -0.56  2.81  0.41
H  -3.75  -0.96  1.52  0.46
H  -2.31  0.01  1.15  -0.05
H  -3.14  -3.74  1.62  0.29
H  -2.71  -2.94  3.13  0.40
H  -1.42  -5.09  2.75  0.39
H  -0.39  -3.67  2.94  0.04
H  -1.18  -5.02  0.32  0.31
H  0.43  -4.91  1.02  0.38
H  1.77  -3.28  -0.21  0.37
H  0.84  -2.14  -1.21  -0.25
H  0.66  -3.89  -1.46  0.35
Se  1.43  -1.17  2.56  -0.02
C  2.83  -1.14  3.83  0.48
C  4.16  -1.14  3.42  -0.30
C  5.15  -1.09  4.40  -0.51
N  4.91  -1.08  5.70  -0.61
C  3.63  -1.10  6.08  -0.48
C  2.56  -1.12  5.19  -0.35
H  4.42  -1.17  2.37  0.50
H  6.20  -1.07  4.11  0.37
H  3.45  -1.10  7.15  0.39
H  1.55  -1.11  5.56  0.43

## Properties
E ... -169963.00269 eV
Expectation value of S² ... 0.774
Frontier orbital gap (spin up / spin down) ... 6.0 / 4.6 eV
Spin multiplicity ... 2

2.
Here is a structure of composition C55H45IrN11S2 in a non-equilibrium geometry from OMol25. Energies are from wB97M-V/def2-TZVPD.

Each line ends with the Mulliken charge.
Cartesian coordinates (Å):
Ir  -0.39  0.34  0.12  0.15
C  -3.89  4.34  -3.67  -0.75
C  -4.14  3.19  -4.41  -0.89
C  -3.50  1.99  -4.13  -0.21
C  -2.60  1.97  -3.07  0.27
C  -1.79  0.94  -2.48  -0.80
N  -1.14  1.43  -1.38  1.88
C  -1.42  2.77  -1.29  -0.29
N  -0.84  3.63  -0.48  -0.40
C  -0.16  3.31  0.58  -0.17
C  0.60  4.22  1.40  0.24
C  0.93  5.56  1.25  -0.28
C  1.68  6.15  2.26  -0.77
C  2.07  5.44  3.39  -0.66
C  1.72  4.10  3.56  -0.45
C  0.99  3.50  2.55  0.10
C  0.46  2.17  2.38  0.06
N  0.42  1.25  3.31  -0.58
C  0.07  0.00  3.11  -0.58
N  0.15  -0.66  1.90  0.62
C  -0.11  -1.96  2.15  -1.20
N  -0.03  -2.96  1.20  0.59
C  -0.26  -2.70  -0.85  -1.60
N  -0.48  -1.32  -1.18  0.81
C  -1.01  -1.26  -2.42  -0.15
N  -1.62  -0.26  -3.00  -0.23
C  -0.89  -2.56  -3.08  -0.05
C  -1.12  -2.94  -4.39  -0.37
C  -0.82  -4.25  -4.75  -1.15
C  -0.32  -5.15  -3.82  -1.00
C  -0.09  -4.77  -2.50  0.38
C  -0.37  -3.46  -2.14  0.63
C  -0.46  -2.18  3.51  0.96
C  -0.83  -3.32  4.22  -0.74
C  -1.08  -3.17  5.57  -0.93
C  -0.99  -1.92  6.19  -0.79
C  -0.61  -0.79  5.50  -0.64
C  -0.34  -0.92  4.14  0.51
N  -0.18  2.07  1.18  0.74
C  -2.36  3.14  -2.31  -0.09
C  -3.01  4.34  -2.60  -0.42
H  -4.40  5.26  -3.94  0.49
H  -4.87  3.23  -5.21  0.48
H  -3.68  1.10  -4.72  0.61
H  0.60  6.11  0.39  0.57
H  1.96  7.19  2.16  0.44
H  2.62  5.94  4.16  0.45
H  2.01  3.55  4.44  0.57
H  -1.51  -2.23  -5.11  0.64
H  -0.97  -4.56  -5.77  0.50
H  -0.09  -6.15  -4.12  0.52
H  0.33  -5.47  -1.80  0.46
H  -0.90  -4.28  3.73  0.54
H  -1.36  -4.04  6.15  0.51
H  -1.22  -1.86  7.25  0.45
H  -0.53  0.17  5.98  0.59
H  -2.83  5.22  -2.02  0.60
C  -3.22  0.99  2.19  -1.27
C  -3.98  0.72  0.93  0.50
C  -5.04  1.53  0.55  -0.76
C  -5.77  1.25  -0.59  -1.06
C  -5.47  0.12  -1.34  -0.83
C  -4.41  -0.70  -1.01  1.61
C  -4.14  -1.87  -1.90  -1.36
C  -3.64  -0.39  0.13  -0.85
N  -2.48  -1.11  0.38  1.24
C  -2.46  -2.38  0.57  -0.02
C  -3.68  -3.10  1.06  -2.50
C  -1.21  -3.20  0.34  0.42
C  -1.47  -4.70  0.32  -1.80
N  0.84  -2.84  0.10  0.56
C  2.20  -2.75  0.12  1.54
C  2.97  -2.53  -1.07  0.55
C  2.43  -2.72  -2.45  -1.06
C  4.30  -2.18  -0.95  -0.49
C  4.92  -2.06  0.29  -1.39
C  4.23  -2.47  1.41  -0.67
C  2.91  -2.87  1.35  0.65
C  2.34  -3.52  2.57  -1.44
H  -3.74  1.72  2.82  0.65
H  -2.24  1.39  1.95  0.15
H  -3.07  0.08  2.77  0.17
H  -5.30  2.39  1.14  0.50
H  -6.58  1.89  -0.89  0.50
H  -6.07  -0.13  -2.20  0.52
H  -4.97  -2.57  -1.84  0.60
H  -3.23  -2.40  -1.65  -0.34
H  -4.07  -1.53  -2.93  0.49
H  -4.48  -2.40  1.22  0.53
H  -3.44  -3.59  2.00  0.59
H  -4.02  -3.87  0.36  0.38
H  -2.09  -4.97  -0.53  0.44
H  -1.96  -5.00  1.24  0.47
H  -0.53  -5.24  0.26  0.41
H  1.65  -2.00  -2.70  -0.02
H  2.02  -3.72  -2.55  0.29
H  3.25  -2.64  -3.17  0.64
H  4.88  -2.00  -1.84  0.43
H  5.95  -1.74  0.35  0.44
H  4.74  -2.51  2.37  0.56
H  3.13  -4.03  3.10  0.63
H  1.57  -4.25  2.32  0.13
H  1.92  -2.78  3.25  0.23
S  2.28  0.48  -0.49  -0.04
C  2.28  1.10  -2.05  0.44
N  2.83  0.48  -3.09  -0.06
C  2.59  1.06  -4.39  -0.61
C  2.42  2.55  -4.14  -0.63
S  1.64  2.66  -2.49  0.07
H  3.26  -0.43  -2.98  0.23
H  1.69  0.62  -4.83  0.21
H  3.43  0.85  -5.06  0.47
H  1.78  3.04  -4.87  0.45
H  3.37  3.07  -4.09  0.38

## Properties
E ... -98654.45715 eV
Expectation value of S² ... 0.797
Total charge ... +2
Frontier orbital gap (spin up / spin down) ... 4.7 / 4.7 eV
Spin multiplicity ... 2

3.
Here is a structure of composition C55H46N3O2PdS3 from OMol25. Energies are from wB97M-V/def2-TZVPD.

Each line ends with the Mulliken charge.
Cartesian coordinates (Å):
Pd  0.13  -0.37  -0.55  0.01
O  1.94  -1.36  0.45  0.22
S  3.26  -0.98  -0.18  0.96
C  4.19  -0.20  1.17  -1.73
C  3.66  1.21  1.47  1.01
C  3.89  2.23  0.34  -1.11
C  2.86  3.35  0.36  -0.98
S  1.25  2.64  -0.13  0.89
O  1.66  1.33  -0.77  -0.40
C  0.74  3.71  -1.45  0.25
C  1.11  3.42  -2.76  -0.38
C  0.69  4.27  -3.76  -0.86
C  -0.07  5.39  -3.46  -0.49
C  -0.45  5.66  -2.15  -0.76
C  -0.04  4.80  -1.13  -0.53
C  4.22  -2.47  -0.27  0.27
C  3.81  -3.59  0.45  -0.62
C  4.56  -4.75  0.36  -0.79
C  5.69  -4.79  -0.44  -0.50
C  6.08  -3.67  -1.17  -0.80
C  5.34  -2.51  -1.09  -0.47
H  5.24  -0.21  0.88  0.56
H  4.05  -0.86  2.04  0.58
H  4.13  1.56  2.39  0.66
H  2.60  1.11  1.69  -0.95
H  3.86  1.74  -0.63  0.18
H  4.88  2.70  0.43  0.62
H  3.10  4.18  -0.30  0.59
H  2.70  3.74  1.37  0.46
H  1.68  2.52  -2.97  0.31
H  0.96  4.07  -4.79  0.44
H  -0.39  6.06  -4.26  0.43
H  -1.06  6.52  -1.92  0.43
H  -0.35  4.99  -0.11  0.42
H  2.92  -3.53  1.06  0.41
H  4.25  -5.63  0.91  0.45
H  6.27  -5.71  -0.51  0.41
H  6.96  -3.71  -1.80  0.43
H  5.62  -1.63  -1.67  0.43
S  -2.35  -4.10  -1.68  -0.47
C  -3.37  -3.28  -0.54  0.99
C  -4.65  -3.60  -0.10  -0.67
C  -5.26  -2.75  0.81  -0.78
C  -4.61  -1.60  1.27  -1.13
C  -3.33  -1.28  0.84  -0.04
C  -2.72  -2.13  -0.08  -1.01
N  -1.46  -1.95  -0.63  1.55
C  -1.15  -2.88  -1.48  0.55
C  0.09  -2.78  -2.26  0.73
C  0.56  -3.83  -3.05  -0.91
C  1.72  -3.66  -3.79  -1.04
C  2.37  -2.43  -3.76  -0.56
C  1.90  -1.39  -2.97  -0.10
C  0.76  -1.55  -2.19  0.28
H  -5.15  -4.49  -0.45  0.46
H  -6.26  -2.97  1.16  0.44
H  -5.10  -0.96  1.99  0.51
H  -2.81  -0.41  1.21  0.47
H  0.03  -4.78  -3.08  0.48
H  2.10  -4.47  -4.40  0.41
H  3.27  -2.29  -4.35  0.49
H  2.41  -0.44  -2.98  0.40
N  -0.36  0.02  1.61  0.34
C  0.01  -0.34  2.76  -0.64
C  0.70  0.66  3.62  0.18
C  1.67  0.24  4.52  -0.23
C  2.38  1.18  5.26  -0.94
C  2.12  2.54  5.10  -0.57
C  1.14  2.95  4.20  -0.66
C  0.44  2.02  3.46  0.05
C  -0.28  -1.71  3.25  0.51
C  -0.11  -2.82  2.42  -0.03
C  -0.46  -4.08  2.88  -1.09
C  -1.00  -4.24  4.15  -0.63
C  -1.17  -3.13  4.98  -0.83
C  -0.81  -1.87  4.53  -0.58
H  1.88  -0.81  4.64  0.55
H  3.14  0.86  5.96  0.44
H  2.66  3.27  5.68  0.43
H  0.93  4.01  4.09  0.49
H  -0.33  2.33  2.76  0.56
H  0.34  -2.69  1.45  0.67
H  -0.32  -4.94  2.24  0.52
H  -1.28  -5.22  4.50  0.43
H  -1.58  -3.26  5.97  0.45
H  -0.95  -1.01  5.17  0.54
N  -1.34  1.08  -1.14  0.12
C  -2.49  1.47  -1.43  -0.08
C  -3.37  2.01  -0.36  0.36
C  -4.75  1.91  -0.46  -0.26
C  -5.55  2.38  0.57  -0.97
C  -4.98  2.96  1.70  -0.64
C  -3.60  3.05  1.80  -1.07
C  -2.79  2.58  0.78  0.86
C  -2.93  1.37  -2.85  -0.08
C  -2.56  0.26  -3.60  0.06
C  -2.91  0.18  -4.94  -0.95
C  -3.62  1.22  -5.53  -0.50
C  -3.97  2.34  -4.78  -0.90
C  -3.63  2.42  -3.44  -0.21
H  -5.20  1.45  -1.33  0.55
H  -6.63  2.30  0.49  0.44
H  -5.61  3.33  2.49  0.44
H  -3.15  3.49  2.68  0.49
H  -1.71  2.63  0.85  0.11
H  -1.99  -0.54  -3.13  0.27
H  -2.64  -0.69  -5.52  0.48
H  -3.89  1.17  -6.57  0.43
H  -4.52  3.15  -5.25  0.44
H  -3.91  3.29  -2.86  0.55

## Properties
E ... -102324.21658 eV
Expectation value of S² ... 6.030
Total charge ... +1
Frontier orbital gap (spin up / spin down) ... 7.1 / 7.1 eV
Spin multiplicity ... 5